<A>
Formula: C2H7NO
Source: the OMol25 dataset
Level of theory: the ωB97M-V functional and the def2-TZVPD basis

Each line ends with the natural charge from an NBO analysis.
Cartesian coordinates (Å):
C1 0.68 -0.48 -1.41  -0.722
C2 -0.60 -1.43 -1.57  0.457
O1 -1.43 -1.53 -0.72  -0.504
H1 1.16 -0.30 -2.46  0.208
H2 1.43 -1.16 -1.01  0.231
H3 0.55 0.41 -0.87  0.227
H4 -0.55 -1.96 -2.49  0.102
N1 0.81 2.59 3.09  -1.102
H5 -0.05 3.20 2.98  0.375
H6 1.26 2.19 2.27  0.369
H7 1.53 3.17 3.57  0.359

## Properties
- Charge: 0
- HOMO-LUMO gap: 10.720 eV
- LUMO energy: 0.89 eV
- SMILES: CC=O.N
- HOMO energy: -0.361 Ha

<B>
Formula: C2H7NO
Source: the OMol25 dataset
Level of theory: the ωB97M-V functional and the def2-TZVPD basis

Each line ends with the natural charge from an NBO analysis.
Cartesian coordinates (Å):
C1 -0.87 0.81 1.28  0.084
N1 -1.60 0.18 0.46  -0.614
H1 -1.30 1.49 2.02  0.179
H2 0.20 0.68 0.98  0.314
H3 -1.00 -0.35 -0.24  0.489
H4 -2.59 -0.01 0.56  0.400
C2 1.73 -0.67 -1.07  -0.203
O1 0.57 -0.18 -0.49  -1.024
H5 2.05 -1.63 -0.64  0.123
H6 1.59 -0.83 -2.15  0.127
H7 2.57 0.04 -0.98  0.126

## Properties
- Charge: 0
- HOMO-LUMO gap: 7.206 eV
- LUMO energy: -0.13 eV
- HOMO energy: -0.270 Ha

<C>
Formula: C2H7NO
Source: the OMol25 dataset
Level of theory: the ωB97M-V functional and the def2-TZVPD basis

Each line ends with the natural charge from an NBO analysis.
Cartesian coordinates (Å):
C1 0.17 -1.66 2.14  -0.546
C2 1.26 -0.96 1.80  0.023
N1 1.61 -0.72 0.48  -0.829
H1 -0.52 -1.99 1.37  0.188
H2 -0.09 -1.82 3.16  0.207
H3 2.00 -0.56 2.49  0.191
H4 1.12 -1.28 -0.20  0.377
H5 2.47 -0.29 0.19  0.389
O1 -2.65 3.45 -3.87  -0.952
H6 -3.37 2.93 -4.21  0.475
H7 -2.01 2.91 -3.37  0.477

## Properties
- Charge: 0
- HOMO-LUMO gap: 9.064 eV
- LUMO energy: 0.94 eV
- SMILES: C=CN.O
- HOMO energy: -0.299 Ha

<D>
Formula: C2H7NO
Source: the OMol25 dataset
Level of theory: the ωB97M-V functional and the def2-TZVPD basis

Each line ends with the natural charge from an NBO analysis.
Cartesian coordinates (Å):
C1 0.44 1.66 0.36  -0.056
N1 0.07 0.39 0.45  -0.390
C2 0.12 -0.26 1.79  -0.438
H1 1.09 2.19 -0.25  0.196
H2 0.17 2.14 1.41  0.102
H3 -0.01 -1.27 1.86  0.205
H4 0.92 0.11 2.37  0.199
H5 -0.75 0.17 2.41  0.181
O1 -0.51 -1.32 -2.38  -0.920
H6 -0.08 -2.10 -1.89  0.464
H7 -1.10 -1.82 -2.95  0.457

## Properties
- Charge: 0
- HOMO-LUMO gap: 9.566 eV
- LUMO energy: 0.81 eV
- SMILES: C=NC.O
- HOMO energy: -0.322 Ha

Energies relative to the minimum, hartree: <A> 0.0068; <B> 0.0853; <C> 0.0000; <D> 0.0728